{
  "formula": "C28H34AlBr2FN3O8",
  "method": "the ωB97M-V functional and the def2-TZVPD basis",
  "gap_ev": 6.49,
  "charge": -1,
  "homo_ev": -5.28,
  "spin_multiplicity": 1,
  "species": ["Br", "Br", "Al", "F", "O", "O", "O", "O", "O", "O", "O", "O", "N", "N", "N", "C", "C", "C", "C", "C", "C", "C", "C", "C", "C", "C", "C", "C", "C", "C", "C", "C", "C", "C", "C", "C", "C", "C", "C", "C", "C", "C", "C", "H", "H", "H", "H", "H", "H", "H", "H", "H", "H", "H", "H", "H", "H", "H", "H", "H", "H", "H", "H", "H", "H", "H", "H", "H", "H", "H", "H", "H", "H", "H", "H", "H", "H"],
  "coordinates": [[-0.367, -1.573, 2.340], [-1.690, -2.025, -1.580], [-0.159, 0.610, -0.022], [1.495, 1.928, 1.955], [2.533, -3.537, 8.488], [-9.776, -0.620, -2.928], [5.920, -0.528, 0.602], [1.443, -1.687, 8.352], [4.160, -1.397, -0.487], [-1.401, 5.371, -3.013], [-1.321, 3.370, -2.200], [-8.201, 0.661, -2.217], [-0.953, 4.240, -2.954], [-8.607, -0.380, -2.690], [2.388, -2.400, 8.082], [-2.306, -1.684, 0.273], [0.231, 2.132, 1.297], [1.561, -0.397, -0.241], [4.326, -0.022, 5.964], [0.665, 2.597, -3.783], [3.318, -0.543, 6.761], [-3.789, -1.344, 0.221], [1.719, 2.259, -4.619], [2.438, 0.192, -1.347], [4.862, -1.099, 0.623], [0.155, 3.880, -3.865], [-1.494, -0.623, 0.998], [1.699, 4.474, -5.570], [5.516, -2.114, 6.080], [3.895, -0.325, -1.411], [-7.616, -1.430, -2.997], [-5.789, -3.395, -3.546], [0.261, 3.551, 0.753], [5.423, -0.804, 5.628], [-5.363, -2.197, -2.987], [3.441, -1.845, 7.210], [-6.284, -1.198, -2.708], [2.235, 3.194, -5.507], [-7.133, -3.602, -3.833], [4.519, -2.646, 6.881], [-8.062, -2.613, -3.558], [0.646, 4.828, -4.741], [4.210, -1.571, 1.896], [4.134, -0.715, 2.565], [-9.112, -2.751, -3.769], [1.974, -0.052, -2.308], [2.139, 1.264, -4.567], [6.207, -0.393, 5.004], [2.455, 0.046, 7.031], [-0.621, 3.743, 0.141], [-0.520, 2.108, 2.100], [-7.459, -4.537, -4.270], [-2.164, -2.645, 0.756], [6.368, -2.723, 5.810], [-4.314, -2.050, -2.767], [3.213, -1.973, 1.738], [-3.963, -0.529, -0.483], [2.104, 5.201, -6.262], [4.606, 0.482, -1.235], [-5.065, -4.172, -3.756], [0.213, 5.817, -4.768], [0.249, 1.891, -3.073], [1.172, 3.712, 0.171], [4.823, -2.335, 2.375], [3.062, 2.925, -6.152], [4.126, -0.720, -2.402], [-5.975, -0.259, -2.273], [-2.168, -0.029, 1.614], [0.276, 4.292, 1.563], [4.571, -3.660, 7.247], [4.251, 0.995, 5.604], [-4.101, -1.011, 1.212], [1.367, -1.456, -0.435], [-4.387, -2.208, -0.066], [2.061, -0.284, 0.723], [-0.759, 1.056, -1.430], [2.487, 1.280, -1.240]],
  "forces_ev_per_a": [[-0.017, 0.121, 0.142], [0.070, -0.208, -0.118], [0.363, -0.367, 0.398], [-0.035, -0.019, 0.106], [-0.014, 0.017, -0.009], [0.022, 0.012, 0.001], [0.084, 0.294, -0.020], [0.023, -0.018, 0.009], [-0.425, 0.168, 0.206], [-0.028, 0.005, -0.007], [-0.371, 0.380, -0.037], [-0.013, -0.022, -0.008], [0.252, -0.159, -0.079], [-0.003, 0.013, -0.011], [-0.002, 0.003, -0.006], [-0.254, 0.256, 0.640], [-0.331, 0.080, -0.334], [-0.188, 0.354, -0.189], [0.029, -0.017, 0.005], [0.027, -0.049, 0.001], [0.005, 0.072, -0.017], [0.161, 0.067, -0.098], [0.006, 0.043, -0.034], [0.043, -0.464, 0.179], [-0.051, -0.189, 0.025], [0.014, -0.007, 0.021], [0.334, -0.046, -0.484], [0.006, -0.026, 0.003], [0.007, 0.035, 0.002], [0.395, 0.131, -0.431], [-0.011, -0.001, 0.013], [-0.021, 0.007, 0.002], [0.126, 0.053, 0.404], [-0.028, 0.000, -0.003], [0.005, -0.048, -0.051], [-0.013, -0.006, 0.008], [0.069, 0.005, 0.010], [-0.017, 0.002, 0.015], [0.033, 0.008, 0.011], [0.071, -0.041, -0.021], [-0.015, -0.070, -0.029], [0.020, 0.056, -0.058], [-0.105, -0.311, 0.084], [0.053, -0.002, 0.039], [-0.013, 0.044, 0.025], [-0.076, 0.255, -0.035], [0.004, 0.002, 0.014], [-0.018, -0.002, -0.026], [-0.023, -0.037, 0.010], [0.069, -0.007, -0.098], [0.114, -0.051, 0.105], [-0.001, -0.001, 0.000], [-0.038, -0.123, -0.162], [-0.003, -0.003, -0.008], [-0.010, 0.051, 0.035], [-0.001, 0.038, -0.146], [-0.068, 0.026, 0.029], [0.000, 0.000, -0.001], [0.066, -0.071, 0.171], [0.006, 0.004, -0.002], [-0.025, -0.010, 0.045], [-0.010, 0.028, 0.039], [-0.131, -0.046, -0.234], [0.129, 0.094, 0.025], [-0.001, -0.002, -0.005], [-0.035, -0.096, 0.007], [-0.042, 0.012, 0.006], [-0.012, -0.072, 0.056], [0.020, 0.024, -0.013], [-0.043, 0.005, 0.023], [-0.020, -0.010, -0.029], [-0.074, -0.065, 0.022], [0.172, -0.053, 0.141], [-0.020, 0.032, -0.116], [0.014, -0.164, 0.036], [-0.150, 0.069, -0.034], [-0.059, 0.020, -0.156]],
  "mulliken_charge": [-0.30, -0.24, -0.28, -0.36, -0.62, -0.62, -0.61, -0.61, -0.28, -0.65, -0.59, -0.60, 1.12, 1.02, 1.01, -0.07, 0.56, 0.01, -0.35, 0.00, -0.41, -1.41, -0.59, -0.19, 0.64, 0.01, -0.42, -0.38, -0.35, -0.92, 0.17, -0.55, -1.37, -0.58, -0.11, 0.18, -0.64, -0.46, -0.31, -0.40, -0.45, -0.53, -0.64, 0.15, 0.45, 0.12, 0.37, 0.41, 0.45, 0.25, 0.28, 0.37, 0.53, 0.39, 0.37, 0.27, 0.26, 0.36, 0.35, 0.40, 0.46, 0.28, 0.26, 0.34, 0.38, 0.31, 0.50, 0.60, 0.39, 0.45, 0.42, 0.45, 0.56, 0.36, -0.11, -0.31, 0.10]
}

***

{
  "formula": "C28H34AsBrN2SiV",
  "method": "the ωB97M-V functional and the def2-TZVPD basis",
  "gap_ev": [6.81, 6.18],
  "de_lowest_kj_mol": 12.0,
  "charge": 0,
  "homo_ev": [-6.41, -5.82],
  "spin_multiplicity": 2,
  "species": ["Br", "As", "V", "Si", "N", "N", "C", "C", "C", "C", "C", "C", "C", "C", "C", "C", "C", "C", "C", "C", "C", "C", "C", "C", "C", "C", "C", "C", "C", "C", "C", "C", "C", "C", "H", "H", "H", "H", "H", "H", "H", "H", "H", "H", "H", "H", "H", "H", "H", "H", "H", "H", "H", "H", "H", "H", "H", "H", "H", "H", "H", "H", "H", "H", "H", "H", "H", "H"],
  "coordinates": [[-1.105, -3.093, 1.714], [-0.720, 1.054, -0.994], [-0.931, -1.004, 0.287], [2.366, -1.071, 1.312], [0.754, -0.455, 1.247], [-1.268, 0.215, 1.938], [-0.821, -5.648, 0.485], [-1.002, -2.315, -1.264], [2.502, -2.316, -0.097], [-0.630, 2.677, 0.152], [1.288, 4.128, -0.534], [-0.969, -4.676, -2.137], [-0.926, 4.884, -1.043], [-0.968, -3.741, -1.060], [-0.932, -4.314, 0.229], [-0.400, 6.034, -1.616], [-3.577, 0.812, 2.350], [0.945, 1.209, -1.996], [2.689, -1.935, 2.965], [-2.123, 0.862, 2.734], [-1.108, -4.186, -3.454], [-1.142, -1.938, -2.593], [0.572, 0.891, 3.322], [-1.683, 1.549, 3.852], [-0.091, 3.912, -0.494], [-0.848, -6.063, -1.878], [3.644, 0.292, 0.997], [0.072, 0.212, 2.195], [0.972, 6.233, -1.647], [1.816, 5.274, -1.104], [-1.221, -2.844, -3.671], [-0.317, 1.554, 4.140], [-0.756, -6.539, -0.602], [-1.943, 1.763, -2.363], [4.641, -0.035, 1.305], [-1.723, 1.324, -3.335], [1.637, 0.896, 3.510], [3.694, 0.525, -0.068], [3.417, 1.216, 1.535], [-1.816, 2.842, -2.434], [3.549, -2.604, 2.902], [-2.001, 4.750, -1.007], [1.945, 3.384, -0.097], [-0.655, -7.599, -0.411], [3.518, -2.712, -0.173], [1.039, 0.350, -2.660], [-4.147, 0.223, 3.070], [1.779, 1.197, -1.296], [1.823, -3.159, 0.046], [1.817, -2.532, 3.240], [-3.687, 0.353, 1.368], [1.377, 7.139, -2.078], [0.046, 2.093, 5.007], [2.248, -1.844, -1.049], [-1.170, -0.885, -2.844], [-2.384, 2.077, 4.483], [-2.973, 1.534, -2.096], [-0.798, -6.018, 1.502], [2.876, -1.229, 3.777], [-0.012, 2.414, 1.009], [-1.345, -2.467, -4.680], [-4.006, 1.815, 2.323], [-1.063, 6.781, -2.032], [0.964, 2.128, -2.578], [-1.129, -4.890, -4.278], [-1.649, 2.838, 0.511], [-0.834, -6.746, -2.720], [2.888, 5.426, -1.123]],
  "forces_ev_per_a": [[-0.058, -0.341, -0.221], [-0.168, 1.173, -0.593], [0.070, -0.022, 0.967], [0.334, -0.221, -0.196], [0.142, 0.006, 0.024], [-0.192, 0.180, 0.448], [-0.025, 0.170, 0.156], [-0.197, -0.802, -1.332], [-0.011, 0.181, 0.271], [0.055, 0.050, -0.126], [-0.047, -0.017, 0.013], [0.009, 0.071, 0.279], [-0.002, -0.011, -0.017], [-0.006, -0.087, -0.203], [-0.017, -0.202, 0.138], [0.006, 0.001, -0.016], [0.106, -0.017, 0.041], [-0.004, -0.099, 0.022], [-0.058, 0.199, -0.193], [-0.042, 0.087, 0.050], [-0.018, 0.115, -0.098], [0.090, -0.195, 0.249], [-0.038, -0.065, -0.100], [0.102, -0.010, -0.040], [0.069, 0.026, 0.034], [0.009, -0.071, 0.018], [-0.140, -0.192, 0.161], [0.209, 0.450, 0.427], [-0.017, 0.059, -0.020], [0.014, 0.004, -0.021], [0.020, -0.136, -0.175], [-0.039, 0.025, 0.022], [-0.003, -0.067, -0.129], [0.031, -0.078, 0.125], [-0.003, 0.003, -0.005], [0.003, -0.068, 0.026], [-0.013, 0.012, 0.038], [-0.027, 0.016, -0.017], [-0.017, -0.028, 0.020], [0.028, 0.004, -0.038], [0.020, 0.021, -0.038], [0.003, -0.013, 0.026], [0.029, 0.029, -0.001], [-0.010, -0.001, -0.019], [-0.001, 0.027, 0.003], [-0.052, -0.011, 0.017], [-0.018, 0.001, -0.016], [0.028, 0.003, 0.011], [-0.022, -0.009, -0.004], [0.007, -0.020, -0.012], [-0.031, 0.018, -0.012], [0.018, -0.028, -0.020], [0.013, -0.015, -0.004], [-0.012, -0.014, -0.007], [-0.042, 0.043, -0.043], [-0.030, -0.012, -0.017], [0.000, -0.004, -0.007], [-0.007, 0.012, -0.006], [-0.001, -0.001, -0.007], [-0.034, -0.058, 0.049], [0.010, -0.013, 0.006], [-0.022, -0.011, 0.005], [-0.013, -0.009, 0.015], [0.005, 0.026, 0.036], [0.003, -0.003, 0.000], [-0.007, -0.045, 0.025], [0.014, 0.000, 0.008], [-0.004, -0.014, 0.023]],
  "mulliken_charge": [-0.18, 1.34, -0.73, -0.38, 0.42, 0.63, -0.71, 0.03, -0.86, -0.89, -0.30, 0.77, -0.07, 1.14, 0.88, -0.77, -1.67, -1.12, -1.04, 0.45, -0.78, 0.08, -0.66, -0.69, 0.17, -0.91, -1.16, 0.04, -0.42, -0.72, -1.24, -0.68, -0.53, -1.39, 0.45, 0.42, 0.41, 0.32, 0.33, 0.53, 0.42, 0.43, 0.37, 0.38, 0.43, 0.42, 0.43, 0.01, 0.16, 0.28, 0.20, 0.38, 0.43, 0.24, -0.17, 0.47, 0.34, 0.41, 0.30, 0.33, 0.40, 0.38, 0.38, 0.46, 0.37, 0.45, 0.37, 0.40]
}

***

{
  "formula": "C28H34BBrGaN5OSi2",
  "method": "the ωB97M-V functional and the def2-TZVPD basis",
  "gap_ev": 6.41,
  "de_lowest_kj_mol": 43.4,
  "charge": 0,
  "homo_ev": -7.74,
  "spin_multiplicity": 1,
  "species": ["Br", "Ga", "Si", "Si", "O", "N", "N", "N", "N", "N", "C", "C", "C", "C", "C", "C", "C", "C", "C", "C", "C", "C", "C", "C", "C", "C", "C", "C", "C", "C", "C", "C", "C", "C", "C", "C", "C", "C", "B", "H", "H", "H", "H", "H", "H", "H", "H", "H", "H", "H", "H", "H", "H", "H", "H", "H", "H", "H", "H", "H", "H", "H", "H", "H", "H", "H", "H", "H", "H", "H", "H", "H", "H"],
  "coordinates": [[0.688, -7.283, 4.910], [0.548, 1.733, -0.744], [-2.258, 1.663, -1.947], [-1.641, 3.308, 0.956], [1.755, 1.590, 0.893], [1.568, 0.247, -1.521], [-0.763, -0.396, 0.452], [2.579, -4.230, 0.572], [3.551, -3.464, 0.867], [1.167, 3.315, -1.421], [1.196, -0.525, -2.572], [2.304, -0.315, -0.470], [-1.476, 2.581, -3.484], [-0.706, -1.397, 1.337], [1.373, -6.893, 3.220], [1.711, 3.918, -2.250], [1.503, -1.945, -2.570], [0.468, -6.474, 2.286], [3.244, -6.183, 1.877], [-2.098, -0.128, -2.410], [-4.154, 2.161, -2.003], [0.891, -5.751, 1.205], [2.741, -1.643, -0.534], [2.513, 0.531, 0.718], [-1.486, 1.805, -0.214], [-1.875, -1.819, 2.030], [4.028, -1.225, 1.526], [3.491, 0.071, 1.627], [-3.445, 3.725, 1.332], [-0.797, 3.098, 2.637], [2.770, -6.900, 2.956], [-3.003, -1.041, 1.963], [2.300, -5.434, 1.199], [2.340, -2.460, -1.608], [-2.907, 0.176, 1.227], [-1.755, 0.526, 0.512], [-0.951, 4.886, 0.224], [3.412, -2.145, 0.637], [2.302, 4.752, -3.317], [1.389, 5.391, -3.738], [-1.104, -0.526, -2.049], [-4.660, 1.813, -1.054], [-2.196, -0.279, -3.483], [-0.594, -6.592, 2.453], [-1.837, -2.598, 2.763], [-1.385, 2.432, 3.318], [3.481, -7.288, 3.702], [-0.950, 3.523, -3.254], [-0.720, 1.972, -3.988], [0.309, -5.359, 0.359], [3.036, 5.591, -2.890], [0.689, 0.042, -3.315], [-3.556, 4.819, 1.462], [0.211, -1.980, 1.377], [-4.299, 3.211, -2.185], [4.848, -1.537, 2.179], [-3.777, 3.299, 2.276], [2.733, -3.526, -1.665], [0.171, 2.632, 2.631], [-0.953, 4.830, -0.861], [-1.607, 5.739, 0.523], [-3.750, 0.851, 1.257], [-3.930, -1.287, 2.460], [-4.117, 3.408, 0.481], [-0.702, 4.104, 3.133], [1.121, -2.528, -3.428], [3.720, 0.687, 2.443], [0.098, 5.079, 0.569], [-4.707, 1.603, -2.811], [-2.828, -0.750, -1.897], [4.248, -6.175, 1.562], [2.776, 4.146, -4.273], [-2.287, 2.816, -4.158]],
  "forces_ev_per_a": [[0.049, -0.519, 0.547], [-1.024, -0.624, 2.742], [-1.400, 0.966, -0.946], [-0.287, 0.513, 0.465], [0.098, -0.608, -1.490], [0.208, -1.784, -0.095], [1.292, 0.505, 1.252], [-0.593, 2.449, -1.568], [0.008, -3.695, 2.258], [0.658, 0.803, -0.842], [1.449, -0.724, 2.717], [-0.542, 0.924, -0.602], [0.649, 0.218, 1.563], [-1.950, -0.447, -0.883], [1.779, -0.265, 0.166], [-0.475, -0.712, 0.953], [-0.177, 1.569, -1.295], [-1.267, 0.235, -0.588], [-1.590, -0.265, 0.505], [0.936, -0.802, 0.623], [0.130, -1.977, 0.378], [2.570, 0.798, -0.552], [-0.493, 0.239, 1.626], [-0.201, -0.825, -0.048], [1.074, 0.286, -0.703], [1.278, 0.658, 0.433], [-0.998, -0.358, -0.640], [-0.720, -0.588, -1.619], [-0.593, 0.113, -0.827], [-0.837, -0.104, 0.821], [-0.627, -0.160, 1.268], [0.474, 1.680, -1.372], [-0.284, -0.105, -0.983], [0.075, -1.141, -0.638], [-0.419, -0.259, 0.379], [-0.063, -1.545, 0.332], [0.409, 0.481, 0.222], [1.234, 1.867, -1.715], [0.837, 1.154, -1.946], [-0.666, 0.098, -0.134], [-1.074, 0.350, -0.527], [0.480, 0.654, -0.839], [0.022, -0.019, -0.076], [-0.008, -0.194, 0.071], [0.163, -0.637, -0.016], [0.147, 0.609, -0.460], [-0.549, -0.097, -0.486], [-0.345, -0.178, -0.006], [-0.189, -0.134, -0.095], [-0.044, 0.004, 0.888], [0.404, -0.107, 0.396], [-0.490, -0.265, -0.762], [0.113, -0.471, -0.200], [-0.054, 0.042, -0.062], [-0.120, 0.507, 0.198], [-0.685, -0.162, 0.028], [-0.188, -0.335, -0.041], [-0.855, 1.670, 0.077], [0.684, -0.011, -0.317], [0.096, 0.227, -0.222], [0.609, -0.620, -0.153], [-0.043, 0.134, -0.075], [0.047, -0.057, 0.115], [0.519, 0.337, 1.026], [-0.161, -0.889, -0.494], [0.458, 0.295, 0.683], [0.510, 0.830, 0.954], [-0.878, -0.087, -0.380], [0.746, 0.488, 0.535], [-0.203, -0.074, 0.004], [1.194, 0.373, 0.155], [-0.104, -0.155, 0.623], [-0.209, -0.079, -0.304]],
  "mulliken_charge": [-0.18, -1.92, 0.45, 1.06, -0.60, -0.07, 0.26, 0.11, -0.54, 0.42, -0.42, 0.79, -1.15, -0.34, 0.08, 0.45, -0.91, -0.48, -0.38, -0.79, -1.36, -0.35, 0.97, 0.45, 2.40, -0.71, -0.90, -0.80, -1.20, -1.13, -0.28, -0.86, -0.10, -0.23, -0.52, -1.41, -1.26, -0.18, 0.33, -0.08, -0.05, 0.29, 0.42, 0.41, 0.46, 0.29, 0.36, 0.32, 0.29, 0.43, -0.10, 0.76, 0.40, 0.36, 0.39, 0.44, 0.29, 0.37, 0.31, 0.26, 0.42, 0.43, 0.45, 0.21, 0.34, 0.42, 0.59, 0.26, 0.36, 0.38, 0.51, -0.12, 0.45]
}